Below is a single CH3IN2O molecule at a distorted geometry, with properties calculated with wB97M-V/def2-TZVPD.

Atoms and positions in Å:
I 0.12016 2.79802 0.99230
O 0.39096 -0.66256 -1.66632
N 0.07638 -0.31537 0.53204
N -0.63680 1.03813 0.33429
C 0.36676 -1.05953 -0.53937
H -0.24645 -0.90491 1.38131
H -0.84490 1.18618 -0.68460
H 0.77388 -2.07995 -0.34964

* energy relative to the best compared isomer or geometry (same formula, charge and spin): 114.4 kJ/mol
* HOMO energy: -9.1 eV
* net charge: 0
* lowest unoccupied orbital energy: -0.44 eV
* DFT total energy: -522.27333 Ha
* gap between HOMO and LUMO: 8.63 eV
* SMILES: O=CNNI

=====

Below is a single CH3IN4 molecule at a distorted geometry, with properties calculated with wB97M-V/def2-TZVPD.

Atoms and positions in Å:
I 1.17829 1.89576 -2.22447
N 0.32871 -0.08825 1.37664
N -0.07232 -0.24157 0.00442
N -0.23508 1.90952 0.77593
N 0.12572 1.18034 1.68572
C -0.31445 1.01525 -0.51312
H 0.20491 -0.80292 2.09866
H -1.33112 1.06804 -1.05616
H 0.65153 -0.91973 -0.32158

* energy relative to the best compared isomer or geometry (same formula, charge and spin): 190.3 kJ/mol
* HOMO energy: -8.9 eV
* net charge: 0
* lowest unoccupied orbital energy: -0.44 eV
* DFT total energy: -556.50585 Ha
* gap between HOMO and LUMO: 8.42 eV
* SMILES: I[C@@H]1N=NNN1

=====

Below is a molecular structure, CH3IN4 at a distorted geometry, with properties calculated with wB97M-V/def2-TZVPD.

Atoms and positions in Å:
I -1.82476 -0.56690 0.48955
N 0.01964 -3.53017 0.27045
N -0.98562 -3.23531 -0.08728
N 0.12435 -0.52727 0.21175
N 0.68638 0.59274 -0.09708
C 0.19785 1.86897 -0.24038
H 1.65156 0.60416 -0.40219
H -0.80808 2.05405 -0.00922
H 0.93869 2.73971 -0.13559

* energy relative to the best compared isomer or geometry (same formula, charge and spin): 127.7 kJ/mol
* HOMO energy: -8.0 eV
* net charge: 0
* lowest unoccupied orbital energy: 0.36 eV
* DFT total energy: -556.52971 Ha
* gap between HOMO and LUMO: 8.37 eV

=====

Below is 2 unconnected molecules or ions with the total composition CH3IN4 at a distorted geometry, with properties calculated with wB97M-V/def2-TZVPD.

Atoms and positions in Å:
I 0.58354 -3.00803 1.78096
N 0.92645 0.27096 1.11243
N -0.87932 0.08516 0.01612
N -0.32482 -0.12556 1.18235
N 1.24583 0.71853 -0.01490
C 0.11540 0.63557 -0.88741
H -0.16633 1.63320 -1.24845
H 0.32057 -0.00018 -1.76013
H -1.82132 -0.20964 -0.18096

* energy relative to the best compared isomer or geometry (same formula, charge and spin): 218.6 kJ/mol
* HOMO energy (spin up / spin down): -9.6 / -8.6 eV
* net charge: 0
* lowest unoccupied orbital energy (spin up / spin down): -1.04 / -2.49 eV
* DFT total energy: -556.49509 Ha
* gap between HOMO and LUMO (spin up / spin down): 8.60 / 6.07 eV

=====

Below is 2 unconnected molecules or ions with the total composition CH3IO2P at a distorted geometry, with properties calculated with wB97M-V/def2-TZVPD.

Atoms and positions in Å:
I 1.02170 -3.78940 -0.13731
P -1.02053 -2.57002 0.46001
O -1.27455 -2.66369 1.94872
O -2.04778 -2.83964 -0.56617
C 0.05234 -0.27599 0.11192
H 0.82606 -0.43671 0.89670
H -0.73842 0.26982 0.57328
H 0.20262 -0.00406 -0.98424

* energy relative to the best compared isomer or geometry (same formula, charge and spin): 189.7 kJ/mol
* HOMO energy (spin up / spin down): -4.1 / -4.1 eV
* net charge: -1
* lowest unoccupied orbital energy (spin up / spin down): 3.06 / 3.06 eV
* DFT total energy: -829.52513 Ha
* gap between HOMO and LUMO (spin up / spin down): 7.16 / 7.16 eV

=====

Below is 3 unconnected molecules or ions with the total composition CH3IO3 at a distorted geometry, with properties calculated with wB97M-V/def2-TZVPD.

Atoms and positions in Å:
I 2.63348 1.41200 0.24263
O -0.92401 0.83092 -0.49673
O -0.85620 0.34482 0.87690
O -1.60943 -2.86221 -0.73821
C -1.40518 -2.78805 0.36240
H 3.89726 1.93854 -0.62931
H -1.60910 -0.34623 0.90111
H -0.12682 1.47022 -0.51877

* energy relative to the best compared isomer or geometry (same formula, charge and spin): 394.3 kJ/mol
* HOMO energy: -10.0 eV
* net charge: 0
* lowest unoccupied orbital energy: 0.44 eV
* DFT total energy: -563.18863 Ha
* gap between HOMO and LUMO: 10.48 eV